Below is a 2-piece molecular cluster, C9H14N2O overall, with properties calculated with ωB97M-V/def2-TZVPD.

Geometry (Å):
C (-2.1072, 1.2423, -0.0299)
C (-2.0126, -1.2252, -0.2800)
C (-3.5000, 1.1951, 0.0344)
C (-3.4497, -1.1961, -0.1853)
C (-1.5260, 0.0167, -0.1139)
C (2.5002, -0.6423, -1.2672)
C (2.9720, 1.1129, 0.6045)
C (1.8109, -0.9222, 1.0979)
C (1.9967, 0.1009, -0.0122)
N (-4.1195, -0.0235, -0.0699)
N (0.8874, 0.6963, -0.5079)
O (0.6414, 1.6791, -1.0760)
H (-1.5318, 2.2425, -0.0993)
H (-1.5651, -2.2474, -0.3258)
H (-4.2142, 1.9937, 0.2809)
H (-4.0365, -2.0972, -0.1886)
H (1.6627, -1.3272, -1.6318)
H (2.8486, -0.0217, -2.0239)
H (3.3082, -1.1705, -0.7230)
H (3.4802, 1.7909, -0.1206)
H (3.6754, 0.5327, 1.1399)
H (2.5011, 1.8126, 1.2919)
H (2.2322, -0.5027, 1.9505)
H (0.7034, -0.9091, 1.3812)
H (2.0312, -2.0754, 0.9639)
H (-5.1890, -0.0550, -0.0897)

Atomic forces in eV per Å
-0.2169 1.8283 -0.2059
-2.7019 -1.2603 0.8308
-0.6564 -0.5696 0.3630
1.0601 0.6558 -0.3206
1.9430 0.1410 -0.6069
-0.8070 -2.3397 1.0369
0.3566 2.1713 -1.6582
-4.1126 -2.6251 -0.1652
3.0547 -0.7303 1.5190
-0.4650 -0.3497 0.0123
-4.6084 1.8966 -1.1191
1.3599 -0.9421 0.6983
-1.1282 -1.7742 0.4280
0.0505 1.3107 -0.0385
0.7578 0.0437 -0.5317
-0.1940 -0.1821 -0.1763
1.4838 0.6042 0.4223
0.6230 1.1746 -1.3226
-0.2103 -0.2441 -1.2119
-0.2972 -0.7714 0.1873
0.9586 -0.3172 0.3619
-0.3833 -0.3143 0.2618
1.0305 0.0399 1.5470
1.1099 -0.2100 -0.3415
0.0406 2.6856 -0.2117
1.9523 0.0785 0.2415

Gap between HOMO and LUMO (spin up / spin down) ... 0.3278 / 0.2850 Ha
LUMO (spin up / spin down) ... -9.56 / -9.93 eV
Energy above the lowest of the compared OMol25 structures with the same formula, charge and spin ... 78.42 kcal/mol
HOMO energy (spin up / spin down) ... -0.679 / -0.650 Ha
F_max ... 0.0993 Eh/bohr
Charge ... +2

---

Below is an isolated ion of composition C9H14N2O and charge +2, with properties calculated with ωB97M-V/def2-TZVPD.

Geometry (Å):
C (-1.1455, 0.0271, -0.0234)
C (-2.2136, -0.8800, -0.3539)
C (-1.2091, -2.0405, -0.7463)
C (-0.1593, -1.0078, -0.3347)
C (-3.5099, -1.0611, -0.1697)
C (-0.2604, 2.3281, -0.1327)
C (-2.5217, 1.8817, 0.5189)
C (1.8549, -0.2488, 0.7682)
C (1.7460, -2.4040, -0.2281)
N (-1.2311, 1.3518, 0.2028)
N (1.0148, -1.2203, 0.0946)
O (-4.6306, -1.1853, 0.0536)
H (-1.1076, -2.5018, -1.7560)
H (-1.2619, -2.9257, 0.0382)
H (0.1193, 2.2667, -1.1372)
H (-0.7760, 3.3867, -0.1540)
H (0.6553, 2.4164, 0.5854)
H (-2.6076, 2.9168, 0.2010)
H (-3.3149, 1.3065, 0.0559)
H (-2.8175, 1.8473, 1.5661)
H (2.9289, -0.3593, 0.4509)
H (1.4028, 0.7474, 0.7294)
H (1.8772, -0.5081, 1.7979)
H (2.8478, -2.3659, -0.0268)
H (1.3815, -3.2242, 0.3819)
H (1.7460, -2.5545, -1.2087)

Atomic forces in eV per Å
-2.3433 2.7355 -0.6718
2.6574 -1.2884 -0.4649
0.0723 -1.2755 1.4151
0.1002 -1.2486 0.8436
-3.5944 0.4827 1.2191
2.1451 3.8685 0.9631
-1.8331 0.3214 0.3573
0.6613 1.0561 0.1243
1.7640 -1.3693 3.6293
-0.0308 -2.9428 -0.1084
1.2564 1.4738 -0.6806
2.1623 -0.0135 -0.6958
-0.4996 0.8191 0.5287
0.3113 1.7043 -1.5738
0.1965 -0.6683 -0.4787
1.1369 -2.1974 0.4223
-1.8444 -0.1349 -1.0637
0.0026 -0.1800 -0.0966
-0.0902 -0.0389 -0.5997
0.6631 -0.0696 0.4022
-1.3435 0.5943 -0.1702
0.6058 -0.3236 -0.3031
-0.0735 -0.4470 1.1595
-1.1156 0.5896 0.3884
-0.2370 -0.3590 -0.2830
-0.7300 -1.0887 -4.2626

Gap between HOMO and LUMO (spin up / spin down) ... 0.2771 / 0.2772 Ha
LUMO (spin up / spin down) ... -10.14 / -10.14 eV
Energy above the lowest of the compared OMol25 structures with the same formula, charge and spin ... 13.98 kcal/mol
HOMO energy (spin up / spin down) ... -0.650 / -0.650 Ha
F_max ... 0.0880 Eh/bohr
Charge ... +2

---

Below is one molecule with the formula C9H14N2O2, with properties calculated with ωB97M-V/def2-TZVPD.

Geometry (Å):
C (-0.2521, 1.1783, -0.8837)
C (-0.8416, 2.5506, -0.6454)
C (-0.2276, 3.6994, -0.9506)
C (1.6987, 2.5219, -1.7476)
C (-0.1523, -3.2391, 1.4414)
C (0.6277, -2.4955, 0.2768)
C (-0.2463, -1.0960, -0.1008)
C (-1.2700, -1.0156, 1.0568)
C (-0.7832, -2.0449, 2.1411)
H (1.4868, 0.3316, -1.4957)
H (-1.9600, 2.7514, -0.6060)
H (-0.5791, 4.6694, -0.8748)
H (1.6836, 4.4301, -1.3769)
H (-0.8716, -4.1049, 1.1312)
H (0.7696, -3.6824, 1.9944)
H (0.5401, -3.0300, -0.6949)
H (1.5582, -2.3144, 0.7773)
H (-0.6669, -1.3642, -1.1486)
H (0.5588, -0.3506, -0.3316)
H (-2.2403, -1.3236, 0.5596)
H (-1.4453, 0.0375, 1.4869)
H (-1.5780, -2.3257, 2.8848)
H (-0.0180, -1.3980, 2.7093)
N (1.1014, 1.2676, -1.4584)
N (1.1102, 3.7242, -1.3164)
O (-0.7681, 0.1109, -0.6615)
O (2.7653, 2.5118, -2.1669)

Atomic forces in eV per Å
1.1468 5.1331 -2.0727
-2.3014 -0.2680 -0.8792
2.8061 -1.0591 0.1931
-2.7195 -1.0958 3.0653
1.7569 -0.9845 -0.7347
-2.7714 -0.9823 0.3166
4.8502 -8.8898 0.7794
-1.1316 -1.1008 1.2659
-0.5328 1.5250 1.2517
1.1442 0.5656 -0.6994
1.4464 -1.1733 0.5522
-1.4942 1.4844 0.2494
3.2842 4.9400 -0.4847
1.1384 1.7653 0.5584
-2.2055 0.2390 -0.1780
1.1066 0.1122 0.7827
1.0530 0.3413 -0.8103
0.8940 -3.4398 1.0892
4.0576 -3.7490 2.5856
0.8155 0.3290 0.8308
0.4497 -1.6149 -0.5516
0.6236 0.3536 -0.6660
-0.7268 -1.4053 -0.5410
-4.7552 0.6912 1.7921
-4.5177 -7.1190 -0.0612
-9.0352 14.9781 -4.8051
5.6182 0.4239 -2.8286

Gap between HOMO and LUMO ... 0.2224 Ha
LUMO ... -0.16 eV
Energy above the lowest of the compared OMol25 structures with the same formula, charge and spin ... 256.77 kcal/mol
HOMO energy ... -0.228 Ha
F_max ... 0.3528 Eh/bohr
Charge ... 0

---

Below is one molecule with the formula C9H14N2O5, with properties calculated with ωB97M-V/def2-TZVPD.

Geometry (Å):
N (0.1235, -3.2871, 0.0039)
C (0.7102, -2.0017, -0.3666)
C (1.4468, -1.8430, -1.6784)
C (2.1074, -0.4625, -1.7543)
O (1.7803, 0.5528, -1.1239)
O (3.1677, -0.5454, -2.5933)
C (-0.4060, -0.9610, -0.3382)
O (-1.1274, -0.7972, -1.3174)
N (-0.5864, -0.1768, 0.8385)
C (0.1858, -0.1717, 2.1311)
C (-0.3871, 1.1433, 2.7743)
C (-1.9160, 1.0728, 2.4316)
C (-1.7638, 0.7180, 0.9220)
C (-1.4539, 2.0190, 0.1790)
O (-2.3531, 2.8322, 0.1755)
O (-0.2147, 2.2765, -0.3142)
H (-0.5114, -3.7125, -0.6685)
H (0.8383, -3.9624, 0.2438)
H (1.3966, -1.8279, 0.4085)
H (0.6651, -1.8656, -2.4053)
H (2.2340, -2.5964, -1.7631)
H (3.5514, 0.3275, -2.7785)
H (-0.0640, -0.9521, 2.7631)
H (1.2627, -0.1151, 1.9731)
H (0.0532, 2.0868, 2.2718)
H (-0.0804, 1.1364, 3.7753)
H (-2.3982, 0.2744, 2.9322)
H (-2.5544, 1.9671, 2.5797)
H (-2.6615, 0.3515, 0.4141)
H (0.3479, 1.5050, -0.0599)

Atomic forces in eV per Å
-0.0543 -0.2734 -0.3505
-0.9483 0.0089 0.2598
0.4770 0.5991 0.8651
-0.2036 0.9968 0.9686
1.0419 -2.3224 -1.5953
-0.4819 0.4444 0.1332
-0.8947 1.4001 1.2803
0.5116 -0.2281 0.9370
-0.0715 -1.5965 -0.7654
-0.7416 2.9705 -1.9750
0.1072 0.5995 -2.0992
1.2677 0.5527 -1.1079
0.9888 0.2551 -0.4260
-0.7925 1.3343 0.3508
0.9078 -0.0850 -0.6674
-0.9480 -0.9015 0.8785
0.2098 0.3976 -0.0264
-0.0479 0.0410 -0.0698
0.9218 0.5947 1.2160
-0.1313 -0.3149 -1.1609
-0.3377 0.0059 -0.4402
-0.1861 0.0100 0.3171
-0.4553 -1.9174 1.0314
-0.0747 -0.0460 -0.1151
-0.5653 -1.5377 0.7947
-0.0220 0.2816 1.6879
-0.3564 -1.0200 0.6034
0.8292 -0.3269 -0.1803
0.2829 -0.3862 0.3352
-0.2328 0.4638 -0.6795

Gap between HOMO and LUMO ... 0.3543 Ha
LUMO ... 0.42 eV
Energy above the lowest of the compared OMol25 structures with the same formula, charge and spin ... 22.44 kcal/mol
SMILES ... N[C@@H](CC(=O)O)C(=O)N1CCC[C@H]1C(=O)O
HOMO energy ... -0.339 Ha
F_max ... 0.0709 Eh/bohr
Charge ... 0

---

Below is one molecule with the formula C9H14N2OS, with properties calculated with ωB97M-V/def2-TZVPD.

Geometry (Å):
C (-2.7496, 2.3626, -0.2457)
N (-1.6258, 1.5934, 0.3150)
S (-0.9622, 0.4445, -0.4697)
O (-1.2423, 0.2534, -2.0235)
C (0.8038, 0.3971, -0.3015)
C (1.3871, 1.1912, 0.6648)
C (2.8010, 0.9539, 0.8276)
C (3.5826, 0.2873, -0.1173)
C (2.9842, -0.4590, -1.1452)
C (1.6004, -0.4038, -1.1707)
N (-1.4215, -1.0532, 0.2319)
C (-1.2722, -1.0162, 1.6619)
C (-1.1117, -2.2858, -0.4539)
H (-3.6538, 1.8204, 0.1703)
H (-2.9702, 2.2998, -1.3167)
H (-2.6219, 3.3200, 0.1849)
H (0.7342, 1.9041, 1.2670)
H (3.3262, 1.4863, 1.6377)
H (4.6839, 0.2290, 0.0659)
H (3.5481, -1.0001, -1.9199)
H (1.1935, -1.1014, -1.9102)
H (-1.9464, -0.2901, 1.9866)
H (-1.7072, -2.0216, 1.9264)
H (-0.3103, -1.0618, 2.1112)
H (-0.1410, -2.7226, 0.0128)
H (-1.9600, -3.0955, -0.4091)
H (-0.9489, -2.0319, -1.5806)

Atomic forces in eV per Å
-1.4974 -2.8664 0.8178
2.2587 -1.5778 -1.2766
-2.6113 -0.7550 -5.3861
0.9143 0.6430 5.2747
0.6011 0.2672 -0.3682
1.0275 -0.4853 0.5943
-0.4937 1.7894 0.0198
0.7106 -0.6964 0.8879
-0.3333 1.1914 0.7198
-0.5760 -1.0354 -0.6697
0.2701 1.6264 -0.9863
-1.8250 -3.5635 -0.3670
0.9974 -1.2376 -1.3835
0.5034 1.1773 -0.1194
0.9523 0.3467 -0.0173
-0.3725 1.1432 -0.0757
1.2193 -1.1441 -0.6908
-0.3274 -0.3165 -0.4423
-1.0712 0.1844 -0.2935
-0.3494 0.2210 0.6351
-0.6368 0.7391 0.2787
-0.5125 1.3186 1.1822
0.1451 0.9300 0.3275
1.2871 0.6340 0.0241
-1.4494 0.3507 -0.9903
1.4372 1.7140 0.2215
-0.2681 -0.5986 2.0835

Gap between HOMO and LUMO ... 0.3550 Ha
LUMO ... 0.63 eV
Energy above the lowest of the compared OMol25 structures with the same formula, charge and spin ... 123.73 kcal/mol
SMILES ... CN=[S@@](=O)(c1ccccc1)N(C)C
HOMO energy ... -0.332 Ha
F_max ... 0.1173 Eh/bohr
Charge ... 0

---

Below is a 2-piece molecular cluster, C9H14N3O3 overall, with properties calculated with ωB97M-V/def2-TZVPD.

Geometry (Å):
C (-3.7628, -0.1426, 0.3027)
C (-2.9749, 0.8123, 0.9342)
C (-3.1742, -1.2054, -0.3391)
C (-1.6197, 0.7655, 0.9953)
C (-1.7950, -1.2702, -0.3035)
C (-0.9928, -0.3357, 0.3455)
C (2.1902, 1.3852, 0.1110)
C (1.3916, 0.3468, 1.0851)
C (0.4762, -0.5841, 0.3451)
N (0.2102, 0.3537, -1.9213)
N (1.0272, -1.8261, -0.0364)
N (3.3258, 0.7915, -0.5213)
O (1.6308, -1.9473, -1.0820)
O (0.7953, -2.7191, 0.7705)
O (2.3597, -0.3883, 1.8706)
H (-4.8824, -0.1626, 0.5519)
H (-3.4160, 1.5916, 1.4598)
H (-3.7651, -1.9854, -0.8372)
H (-1.2780, 1.7887, 1.2527)
H (-1.3389, -2.1771, -0.7386)
H (2.5272, 2.2917, 0.7992)
H (1.5134, 1.7709, -0.5690)
H (0.9002, 0.9970, 1.7269)
H (0.9046, 0.7341, -2.6166)
H (-0.4932, 0.9800, -1.7209)
H (3.1070, -0.0864, -0.8798)
H (-0.1693, -0.3974, -2.5732)
H (4.1426, 0.8473, 0.1566)
H (3.1602, -0.2288, 1.4318)

Atomic forces in eV per Å
-2.2500 -0.4719 1.5358
-0.3937 -0.9736 -0.2664
-0.0375 -0.2446 -0.4757
0.4866 0.9948 -1.3250
0.1371 -1.6675 -0.4681
1.9806 -0.5058 0.5682
1.3973 0.6601 2.7080
2.4677 -1.0815 -0.8237
-2.4729 3.5068 1.0360
2.8632 -2.9871 -3.2207
0.1422 -2.9539 -0.5017
1.3822 2.4472 2.5228
0.0148 0.3487 0.5864
0.1404 1.2316 -0.5221
-3.0522 0.2838 -0.1327
1.7049 0.2984 -0.9532
-1.0340 1.3502 0.6216
0.3571 0.3992 0.3216
1.0647 -1.3270 0.4382
-0.1065 0.6344 0.2012
-0.6456 -2.0458 -1.2913
-1.3780 0.6786 -1.3242
-1.5439 0.7615 1.1673
-0.7150 0.2759 1.3008
-1.8619 1.9060 0.1825
0.1944 -1.8413 -0.8503
0.0667 0.8638 1.5714
-1.1388 -0.5857 -1.7742
2.2302 0.0448 -0.8325

Gap between HOMO and LUMO (spin up / spin down) ... 0.2630 / 0.2631 Ha
LUMO (spin up / spin down) ... -6.32 / -6.32 eV
Energy above the lowest of the compared OMol25 structures with the same formula, charge and spin ... 107.78 kcal/mol
HOMO energy (spin up / spin down) ... -0.495 / -0.495 Ha
F_max ... 0.1020 Eh/bohr
Charge ... +1

---

Below is an isolated ion of composition C9H14N5 and charge +1, with properties calculated with ωB97M-V/def2-TZVPD.

Geometry (Å):
C (1.3450, -0.7154, 1.0136)
N (0.1110, -0.4571, 0.2136)
C (-1.0559, -0.8639, 0.9157)
N (-1.4331, -2.1962, 1.0883)
N (-2.4739, -2.3617, 1.9687)
C (-2.7332, -1.1331, 2.3551)
N (-3.5861, -0.6064, 3.3214)
C (-3.2520, 0.6466, 3.3376)
N (-2.3590, 1.0661, 2.3802)
C (-1.9032, -0.1345, 1.7258)
C (0.2510, -1.1574, -1.1000)
C (0.7265, -0.1403, -2.1807)
C (0.7722, 1.1779, -1.3871)
C (-0.1518, 1.0129, -0.1890)
H (2.1447, -0.3858, 0.4947)
H (1.2560, -0.3517, 1.9336)
H (1.5918, -1.7165, 1.1363)
H (-1.1402, -2.8982, 0.4235)
H (-3.5762, 1.4797, 3.9483)
H (-2.1595, 1.9008, 1.8669)
H (-0.7031, -1.5098, -1.5252)
H (0.9149, -2.0579, -0.9823)
H (0.2343, 0.0403, -3.0936)
H (1.6913, -0.1737, -2.5880)
H (1.8034, 1.3616, -1.0816)
H (0.5997, 2.0090, -2.0938)
H (0.0482, 1.4663, 0.7950)
H (-1.1620, 1.2191, -0.6174)

Atomic forces in eV per Å
-1.5127 -0.4970 -2.0359
-1.1022 -0.5953 -1.7549
-2.0948 -0.5176 1.7669
0.2207 1.1441 0.1349
0.8027 -0.0108 -1.0169
0.3620 0.1317 -0.3396
0.9837 0.4267 0.1963
-0.8357 0.9476 -0.5655
2.9083 -2.4237 -2.3142
-1.5380 -0.1890 1.4378
0.4530 -1.7052 -2.7949
0.5015 1.3543 2.2475
1.2244 1.1651 -0.1809
0.8328 0.2247 -0.2932
2.5851 1.8489 -1.5967
-0.4312 2.0737 3.6833
-0.5937 -2.2911 -0.0653
-0.4114 -0.4151 0.5022
-0.6893 -0.5789 0.3733
-0.5473 0.9474 0.9062
0.0151 0.0551 1.0245
-0.6080 1.0193 -0.0915
-2.0214 -0.6463 -0.6475
1.8334 -1.2094 0.0521
-0.0002 -0.1004 0.3162
-0.5967 -0.1229 0.8078
-0.0753 0.8803 -0.8896
0.3353 -0.9163 1.1375

Gap between HOMO and LUMO ... 0.3557 Ha
LUMO ... -2.79 eV
Energy above the lowest of the compared OMol25 structures with the same formula, charge and spin ... 98.65 kcal/mol
SMILES ... C[N+]1(c2[nH]nc3nc[nH]c23)CCCC1
HOMO energy ... -0.458 Ha
F_max ... 0.0863 Eh/bohr
Charge ... +1

---

Below is an isolated ion of composition C9H14N6 and charge +2, with properties calculated with ωB97M-V/def2-TZVPD.

Geometry (Å):
C (-4.5747, 0.0741, -0.0194)
C (-3.9334, -0.2480, 1.2068)
C (-3.8120, 0.3928, -1.1524)
C (-2.5764, -0.2369, 1.2120)
C (-2.4446, 0.4602, -1.0566)
C (-1.7283, 0.1003, 0.0435)
C (2.5943, 0.9272, 0.1141)
C (0.5821, -0.6266, -0.0394)
C (1.8729, -0.3676, 0.5894)
N (2.0433, 2.0033, -0.2977)
N (0.4504, -1.8259, -0.6620)
N (-0.3764, 0.2487, 0.0494)
N (3.9255, 0.9658, 0.2029)
N (0.8268, 2.3132, -0.1673)
N (2.6895, -1.5559, 0.3795)
H (-5.6192, 0.2392, -0.0066)
H (-4.5634, -0.5731, 1.9715)
H (-4.3485, 0.3544, -2.0559)
H (-2.1614, -0.3713, 2.2595)
H (-2.0777, 1.1228, -1.9398)
H (1.7619, -0.1574, 1.6230)
H (-0.5758, -2.0372, -0.8293)
H (4.3429, 0.0224, 0.3894)
H (4.3211, 1.8443, -0.0267)
H (0.1041, 2.0247, 0.5841)
H (0.4714, 2.8075, -1.0339)
H (1.2129, -2.5658, -0.7212)
H (3.4755, -1.8759, 0.9584)
H (3.1815, -1.5555, -0.5324)

Atomic forces in eV per Å
1.1470 0.1889 0.8096
0.3765 0.2241 -2.9536
-0.2398 -1.5562 1.5516
1.6353 -0.2746 2.5161
-1.1525 3.1877 -4.6266
-0.1177 0.0761 1.9436
1.5392 -1.1710 1.1557
-1.5328 -1.6593 -1.0436
3.4244 0.1538 -0.8925
0.2894 0.8557 -0.7336
-1.8389 0.2631 0.3991
-1.1176 -1.7835 0.8571
-1.8294 -3.0312 0.4234
-3.4110 1.8718 -0.7335
2.0667 -0.3648 -1.0777
-1.0524 -0.2324 -0.2813
-0.4028 -0.1326 1.6581
-0.2289 0.9964 -1.3147
0.1957 -0.1375 -1.6731
0.4443 -1.9743 1.4288
-0.4805 -0.2310 1.2557
2.0753 -0.2443 -0.2668
0.3470 1.9768 -0.2628
1.2650 0.4843 -0.1858
2.0032 0.5006 -1.3069
0.1812 -0.3726 1.6850
-1.5939 1.5350 0.5412
-1.0761 0.6729 0.9104
-0.9156 0.1780 0.2168

Gap between HOMO and LUMO (spin up / spin down) ... 0.2193 / 0.2921 Ha
LUMO (spin up / spin down) ... -10.18 / -8.63 eV
Energy above the lowest of the compared OMol25 structures with the same formula, charge and spin ... 24.79 kcal/mol
HOMO energy (spin up / spin down) ... -0.593 / -0.609 Ha
F_max ... 0.1115 Eh/bohr
Charge ... +2